1.
Here is a cluster of 3 separate species, C37H74N3O4 in total from OMol25. Energies are from ωB97M-V/def2-TZVPD.

Geometry as XYZ:
```
118
Properties=species:S:1:pos:R:3:lowdin_charge:R:1
C 8.84 3.51 -1.31 -0.12
C 8.18 4.82 -0.88 -0.26
C 6.65 4.84 -1.09 -0.21
C 5.84 4.71 0.20 -0.20
C 6.14 3.49 1.09 -0.19
C 5.27 2.24 0.90 -0.19
C 5.18 1.65 -0.52 -0.17
C 4.13 2.20 -1.51 -0.14
C 2.61 2.03 -1.22 -0.38
C 2.30 0.64 -0.58 -0.08
C 1.96 0.54 0.91 -0.24
O 2.31 -0.73 1.44 -0.07
C 2.11 3.26 -0.43 -0.07
C 0.58 3.48 -0.35 -0.43
C 0.01 3.24 1.07 -0.02
C 0.24 4.92 -0.75 -0.03
N -0.13 2.53 -1.26 -0.14
O -1.40 2.57 -1.18 -0.02
C 0.40 2.24 -2.62 -0.45
C -0.02 3.35 -3.60 -0.02
C -0.28 0.95 -3.07 -0.04
C 1.93 2.07 -2.60 -0.08
H 9.90 3.49 -1.05 0.07
H 8.37 2.65 -0.82 0.05
H 8.74 3.35 -2.38 0.07
H 8.64 5.64 -1.42 0.10
H 8.39 4.98 0.18 0.10
H 6.38 5.79 -1.55 0.11
H 6.38 4.06 -1.81 0.09
H 4.77 4.71 -0.02 0.09
H 6.03 5.61 0.79 0.11
H 6.01 3.80 2.13 0.11
H 7.20 3.20 1.00 0.10
H 4.28 2.43 1.31 0.08
H 5.71 1.46 1.54 0.11
H 5.06 0.57 -0.45 0.10
H 6.16 1.79 -0.99 0.10
H 4.32 1.68 -2.46 0.12
H 4.32 3.25 -1.71 0.09
H 1.47 0.20 -1.13 0.10
H 3.14 -0.03 -0.75 0.11
H 2.43 1.33 1.49 0.10
H 0.88 0.62 1.06 0.11
H 3.27 -0.75 1.57 0.08
H 2.54 4.13 -0.93 0.11
H 2.51 3.27 0.59 0.10
H -0.66 2.38 1.09 0.08
H -0.56 4.10 1.41 0.08
H 0.81 3.07 1.80 0.07
H 0.48 5.59 0.07 0.09
H 0.80 5.24 -1.63 0.07
H -0.83 5.00 -0.97 0.09
H -1.03 3.69 -3.38 0.09
H 0.65 4.21 -3.55 0.07
H 0.03 2.96 -4.62 0.09
H -1.30 1.16 -3.40 0.08
H 0.26 0.50 -3.91 0.10
H -0.37 0.23 -2.26 0.06
H 2.41 2.85 -3.21 0.12
H 2.17 1.12 -3.08 0.12
C -6.00 -1.87 -3.39 -0.03
C -4.54 -2.25 -3.68 -0.49
C -4.30 -3.75 -3.48 -0.13
C -4.31 -4.17 -2.01 -0.17
C -3.32 -3.34 -1.19 -0.13
C -3.53 -1.83 -1.34 -0.47
N -3.58 -1.49 -2.80 -0.10
O -2.42 -1.33 -3.32 -0.03
C -4.79 -1.38 -0.59 -0.02
C -2.35 -1.07 -0.72 -0.03
C -4.24 -1.86 -5.13 -0.04
H -6.43 -2.43 -2.56 0.06
H -6.09 -0.81 -3.18 0.09
H -6.60 -2.09 -4.27 0.08
H -3.34 -4.01 -3.92 0.12
H -5.07 -4.29 -4.03 0.12
H -5.31 -4.09 -1.58 0.10
H -4.03 -5.22 -1.94 0.11
H -3.39 -3.59 -0.13 0.11
H -2.30 -3.58 -1.52 0.13
H -5.04 -0.34 -0.81 0.10
H -4.59 -1.46 0.48 0.07
H -5.66 -1.99 -0.78 0.06
H -1.41 -1.41 -1.13 0.07
H -2.35 -1.26 0.35 0.07
H -2.44 0.00 -0.89 0.09
H -4.35 -0.78 -5.27 0.09
H -4.96 -2.37 -5.77 0.09
H -3.24 -2.15 -5.43 0.08
C -1.20 -1.82 4.26 -0.03
C -2.68 -2.19 4.15 -0.48
C -3.25 -2.62 5.50 -0.13
C -2.76 -3.99 5.96 -0.17
C -3.02 -5.05 4.90 -0.13
C -2.44 -4.69 3.52 -0.49
N -2.91 -3.31 3.17 -0.10
O -4.06 -3.29 2.62 -0.04
C -0.91 -4.80 3.52 -0.03
C -2.96 -5.65 2.46 -0.04
C -3.42 -0.97 3.61 -0.04
H -0.65 -2.44 4.96 0.06
H -0.70 -1.88 3.28 0.09
H -1.12 -0.79 4.61 0.09
H -4.34 -2.64 5.43 0.12
H -2.99 -1.85 6.24 0.13
H -1.70 -3.96 6.22 0.10
H -3.28 -4.27 6.88 0.11
H -2.59 -6.01 5.20 0.12
H -4.10 -5.20 4.79 0.12
H -0.50 -4.38 2.60 0.09
H -0.63 -5.85 3.57 0.09
H -0.44 -4.30 4.37 0.06
H -4.04 -5.70 2.45 0.08
H -2.57 -6.65 2.67 0.09
H -2.62 -5.35 1.47 0.08
H -3.06 -0.74 2.61 0.08
H -3.23 -0.11 4.26 0.09
H -4.49 -1.13 3.56 0.08
```

Maximum force = 0.68 eV/Å
Frontier orbital gap (alpha / beta) = 8.35 / 9.54 eV
Expectation value of S² = 3.762
E_LUMO (alpha / beta) = 0.0238 / 0.0220 hartree
2S+1 = 4
HOMO level (alpha / beta) = -0.2831 / -0.3288 Ha



2.
Here is a cluster of 6 separate species, C22H61N5O6 in total from OMol25. Energies are from ωB97M-V/def2-TZVPD.

Geometry as XYZ:
```
94
Properties=species:S:1:pos:R:3:lowdin_charge:R:1
C 4.35 2.73 1.02 -0.06
C 4.64 4.26 1.21 -0.39
C 3.28 5.07 1.44 -0.15
O 2.64 4.52 2.63 -0.20
C 1.77 5.41 3.27 -0.14
N 5.69 4.46 2.26 0.04
H 3.65 2.49 0.21 0.07
H 3.95 2.37 1.97 0.06
H 5.24 2.11 0.95 0.07
H 5.04 4.65 0.28 0.12
H 2.60 4.87 0.61 0.12
H 3.54 6.13 1.53 0.11
H 1.38 4.96 4.19 0.09
H 0.87 5.66 2.70 0.08
H 2.09 6.44 3.41 0.08
H 5.58 5.42 2.55 0.06
H 5.27 3.90 3.00 0.05
C -2.65 -6.09 0.81 -0.08
C -2.40 -5.45 -0.52 -0.46
C -2.00 -6.35 -1.67 -0.18
O -1.61 -5.52 -2.80 -0.18
C -0.62 -6.20 -3.53 -0.14
N -3.53 -4.56 -0.76 0.04
H -3.45 -6.82 0.90 0.08
H -2.79 -5.39 1.64 0.08
H -1.74 -6.62 1.09 0.07
H -1.49 -4.88 -0.38 0.13
H -2.87 -6.90 -2.05 0.13
H -1.23 -7.03 -1.31 0.12
H -0.40 -5.56 -4.39 0.08
H -1.04 -7.08 -4.02 0.09
H 0.32 -6.38 -3.02 0.09
H -4.43 -4.81 -0.40 0.07
H -3.73 -4.55 -1.75 0.06
C 2.43 0.94 -3.97 -0.06
C 2.57 -0.58 -4.04 -0.41
C 3.91 -1.28 -3.61 -0.20
O 4.95 -0.45 -4.05 -0.22
C 6.29 -1.00 -3.98 -0.08
N 1.39 -1.11 -3.32 0.02
H 3.39 1.31 -4.33 0.07
H 2.38 1.27 -2.94 0.08
H 1.64 1.24 -4.66 0.08
H 2.53 -0.91 -5.08 0.12
H 3.97 -2.22 -4.16 0.11
H 4.09 -1.64 -2.60 0.12
H 7.02 -0.21 -4.18 0.09
H 6.33 -1.74 -4.77 0.08
H 6.46 -1.61 -3.09 0.08
H 0.48 -0.79 -3.60 0.06
H 1.41 -2.10 -3.53 0.06
C -2.25 1.79 1.13 -0.06
C -3.26 0.72 0.65 -0.43
C -3.75 0.74 -0.88 -0.17
O -4.53 1.91 -1.13 -0.18
C -5.83 1.79 -0.66 -0.13
N -2.64 -0.50 1.01 0.02
H -2.55 2.78 0.78 0.06
H -1.28 1.68 0.64 0.07
H -2.16 2.15 2.15 0.08
H -4.18 0.77 1.23 0.12
H -4.24 -0.21 -1.04 0.11
H -2.87 0.62 -1.51 0.12
H -6.35 2.74 -0.83 0.08
H -5.98 1.73 0.42 0.09
H -6.45 1.19 -1.32 0.09
H -1.64 -0.54 0.85 0.07
H -3.01 -1.25 0.44 0.06
C 0.12 -3.56 5.07 -0.07
C -0.08 -2.22 5.81 -0.43
C 0.90 -1.03 5.52 -0.16
O 2.21 -1.41 6.05 -0.19
C 3.18 -0.61 5.40 -0.12
N -1.32 -1.71 5.33 0.00
H -0.75 -4.21 5.04 0.07
H 0.85 -4.22 5.54 0.07
H 0.40 -3.42 4.03 0.08
H -0.29 -2.36 6.87 0.14
H 0.43 -0.24 6.11 0.12
H 0.85 -0.90 4.44 0.12
H 2.97 0.43 5.64 0.09
H 3.03 -0.83 4.34 0.08
H 4.22 -0.87 5.62 0.09
H -2.07 -2.38 5.39 0.07
H -1.19 -1.53 4.35 0.06
C -3.62 5.94 -3.81 -0.09
C -4.41 5.07 -4.77 -0.41
O -5.58 4.92 -4.20 -0.05
H -4.23 6.79 -3.52 0.08
H -2.67 6.26 -4.25 0.07
H -3.24 5.42 -2.93 0.07
H -3.91 4.13 -5.01 0.11
H -4.58 5.61 -5.70 0.12
H -5.40 4.48 -3.36 0.09
```

Maximum force = 5.07 eV/Å
Frontier orbital gap = 9.23 eV
Energy relative to the best compared isomer or geometry (same formula, charge and spin) = 3.9561 eV
E_LUMO = 0.0156 hartree
2S+1 = 1
HOMO level = -0.3237 Ha



> The highest 2S+1 belongs to which entry?

C37H74N3O4